# C39H43AsBaN4O3Si

C39H43AsBaN4O3Si as an isolated structure at a distorted geometry (ωB97M-V with the def2-TZVPD basis set, the Open Molecules 2025 dataset).

```
92
Properties=species:S:1:pos:R:3:mulliken_charge:R:1
Ba -0.011 0.729 -1.026 0.597
C -3.097 -3.218 -1.675 -0.643
C -1.834 -3.137 -2.240 -0.347
C -0.715 -2.958 -1.432 -0.350
C -0.871 -2.859 -0.056 -0.032
C -2.138 -2.943 0.513 -0.259
C -3.250 -3.123 -0.295 -0.500
H -3.965 -3.361 -2.308 0.417
H -1.712 -3.221 -3.313 0.371
H 0.274 -2.902 -1.874 0.412
H -0.015 -2.723 0.595 0.061
H -2.237 -2.871 1.589 0.458
H -4.237 -3.190 0.149 0.424
O -0.835 2.541 0.806 -0.444
C -2.056 2.810 1.502 -0.655
C -2.523 1.663 2.372 -1.115
C -2.631 0.290 1.696 0.388
C -3.470 0.250 0.437 0.081
C -4.861 0.243 0.489 -0.792
C -5.585 0.200 -0.687 -0.766
C -4.910 0.159 -1.898 -1.025
C -3.527 0.168 -1.872 -0.759
N -2.828 0.220 -0.736 1.568
H -0.238 1.960 1.339 0.140
H -2.790 3.032 0.722 0.286
H -1.932 3.716 2.099 0.335
H -3.492 1.958 2.791 0.539
H -1.849 1.558 3.228 0.387
H -3.071 -0.407 2.415 0.635
H -1.618 -0.079 1.504 -0.604
H -5.355 0.259 1.454 0.560
H -6.668 0.191 -0.663 0.445
H -5.433 0.111 -2.843 0.534
H -2.948 0.116 -2.790 0.436
C -1.380 2.813 -4.606 -1.234
As -1.225 3.094 -2.678 0.634
C -2.845 4.122 -2.379 -1.247
C 0.069 4.567 -2.681 -1.194
H -1.467 3.769 -5.121 0.419
H -2.267 2.209 -4.798 0.350
H -0.512 2.267 -4.972 0.287
H -2.980 4.881 -3.150 0.452
H -2.784 4.609 -1.407 0.365
H -3.700 3.446 -2.376 0.308
H -0.283 5.362 -3.337 0.414
H 1.036 4.197 -3.017 0.350
H 0.178 4.941 -1.664 0.339
O 0.695 0.316 1.257 0.173
Si 1.983 -0.377 2.005 -1.199
C 2.685 0.826 3.241 0.543
C 2.430 2.193 3.102 -0.294
C 2.962 3.121 3.990 -0.744
C 3.763 2.693 5.038 -0.461
C 4.031 1.341 5.197 -0.711
C 3.496 0.420 4.306 -0.198
C 1.410 -1.955 2.826 0.065
C 2.115 -3.158 2.819 0.274
C 1.601 -4.304 3.421 -0.695
C 0.366 -4.260 4.048 -0.482
C -0.353 -3.069 4.079 -0.666
C 0.165 -1.934 3.474 0.058
C 3.253 -0.806 0.700 0.576
C 2.920 -1.819 -0.214 0.579
C 3.755 -2.153 -1.269 -0.964
C 4.955 -1.469 -1.439 -0.510
C 5.308 -0.472 -0.544 -0.778
C 4.469 -0.149 0.518 -0.705
H 1.813 2.549 2.284 0.203
H 2.752 4.176 3.861 0.411
H 4.177 3.415 5.732 0.362
H 4.655 1.007 6.018 0.388
H 3.707 -0.635 4.454 0.329
H 3.078 -3.219 2.322 0.427
H 2.162 -5.229 3.395 0.421
H -0.040 -5.149 4.514 0.393
H -1.316 -3.032 4.575 0.433
H -0.414 -1.016 3.500 0.212
H 1.998 -2.379 -0.089 0.194
H 3.479 -2.933 -1.969 0.430
H 5.599 -1.718 -2.273 0.424
H 6.244 0.058 -0.670 0.405
H 4.762 0.634 1.209 0.408
N 0.557 -1.647 -5.006 -0.363
C 0.761 -0.747 -4.023 0.509
O -0.216 -0.285 -3.381 -0.036
C 2.110 -0.326 -3.733 0.838
C 3.198 -0.906 -4.437 -0.482
N 3.999 -1.443 -5.073 -0.603
C 2.335 0.732 -2.802 -0.118
N 2.250 1.581 -2.015 -0.532
H -0.388 -1.922 -5.201 0.274
H 1.317 -2.016 -5.553 0.188
```

Calculated values
HOMO-LUMO gap	0.3029	Eh
energy above the lowest of the compared OMol25 structures with the same formula, charge and spin	70.3	kJ/mol
energy	-122659.351	eV
total charge	0
LUMO energy	0.00527	hartree
largest force on an atom	1.74	eV/A